Below is C4H10ClO2PS as an isolated structure in a non-equilibrium geometry, with properties calculated with the ωB97M-V functional and the def2-TZVPD basis.

```
! RIJCOSX wB97M-V def2-TZVPD def2/J DEFGRID3
* xyz 0 1
C 1.93 -1.89 -0.88
C 2.54 -0.03 0.73
C -2.90 2.29 -0.36
C 1.40 -0.85 0.15
O -1.74 -0.46 2.04
O -2.61 1.50 0.82
P -2.04 0.02 0.71
S 0.29 0.35 -0.77
Cl -3.26 -1.10 -0.40
H 1.48 -1.79 -1.80
H 2.94 -1.92 -1.14
H 1.72 -2.92 -0.60
H 2.98 0.50 -0.12
H 3.18 -0.70 1.32
H 2.16 0.74 1.29
H -2.66 3.38 -0.01
H -4.03 2.30 -0.64
H -2.25 1.98 -1.19
H 0.87 -1.38 0.85
*
```

Output
energy relative to the best compared isomer or geometry (same formula, charge and spin)	1.443	eV
HOMO energy	-0.3282	Eh
LUMO level	-0.0459	Ha
calculated total energy	-41051.4884	eV

Below is C16H24N2OS2 as an isolated structure in a non-equilibrium geometry, with properties calculated with the ωB97M-V functional and the def2-TZVPD basis.

```
! RIJCOSX wB97M-V def2-TZVPD def2/J DEFGRID3
* xyz 0 1
C 5.28 2.44 1.11
C 4.38 1.40 0.44
C 5.01 0.01 0.48
C 4.24 -1.03 -0.32
C 2.87 -1.35 0.29
C 2.18 -2.43 -0.52
H 2.10 -2.16 -1.57
H 2.69 -3.39 -0.44
S 0.50 -2.82 0.10
C -0.42 -1.33 0.05
C -0.25 -0.24 -0.73
C 0.65 -0.18 -1.81
N 1.32 -0.13 -2.74
C -0.93 1.06 -0.45
O -0.44 2.13 -0.71
N -2.14 0.97 0.19
C -2.88 -0.22 0.45
C -3.44 -0.86 -0.82
C -4.53 0.02 -1.42
C -5.65 0.24 -0.41
C -5.11 0.90 0.85
C -3.99 0.05 1.46
H -3.57 0.54 2.34
H -4.40 -0.92 1.77
H -5.90 1.02 1.59
H -4.73 1.89 0.60
H -6.43 0.87 -0.85
H -6.11 -0.72 -0.16
H -4.92 -0.46 -2.32
H -4.10 0.98 -1.71
H -3.85 -1.84 -0.56
H -2.64 -1.01 -1.55
S -1.69 -1.43 1.24
H -2.51 1.85 0.50
H 2.26 -0.45 0.30
H 2.99 -1.69 1.32
H 4.09 -0.67 -1.34
H 4.82 -1.95 -0.37
H 5.11 -0.32 1.52
H 6.02 0.08 0.07
H 3.42 1.39 0.95
H 4.20 1.69 -0.60
H 6.24 2.50 0.60
H 4.81 3.42 1.08
H 5.46 2.17 2.15
*
```

Output
energy relative to the best compared isomer or geometry (same formula, charge and spin)	0.000	eV
HOMO energy	-0.3257	Eh
LUMO level	-0.0026	Ha
calculated total energy	-43680.4534	eV

Below is C2H6NO2P as an isolated structure in a non-equilibrium geometry, with properties calculated with the ωB97M-V functional and the def2-TZVPD basis.

```
! RIJCOSX wB97M-V def2-TZVPD def2/J DEFGRID3
* xyz 0 1
C -0.89 0.26 -0.99
C 0.13 -0.36 0.02
N 0.98 -1.51 -0.13
O -0.15 1.72 1.93
O -0.25 1.54 -1.05
P 0.89 1.32 0.11
H -0.83 -0.24 -1.97
H -1.86 0.36 -0.38
H -0.43 -0.42 0.97
H 0.42 1.39 2.65
H 0.50 -2.46 -0.16
H 1.50 -1.60 -0.99
*
```

Output
energy relative to the best compared isomer or geometry (same formula, charge and spin)	2.584	eV
HOMO energy	-0.3400	Eh
LUMO level	0.0112	Ha
calculated total energy	-17043.1832	eV

Below is one molecule with the formula C5H11NO3 in a non-equilibrium geometry, with properties calculated with the ωB97M-V functional and the def2-TZVPD basis.

```
! RIJCOSX wB97M-V def2-TZVPD def2/J DEFGRID3
* xyz 0 1
H 0.43 -1.30 1.95
N 0.98 -1.22 1.11
C 0.58 -0.33 0.30
O 1.22 -0.14 -0.87
C 2.34 -0.98 -1.13
C -0.51 0.72 0.51
C -0.68 1.14 1.96
O -0.33 1.84 -0.29
O -1.69 -0.11 0.16
C -1.96 -0.30 -1.21
H 2.05 -2.03 -1.02
H 2.65 -0.76 -2.15
H 3.14 -0.77 -0.42
H 0.26 1.51 2.35
H -1.04 0.31 2.55
H -1.43 1.94 1.98
H 0.17 1.58 -1.08
H -2.93 -0.78 -1.26
H -2.01 0.65 -1.76
H -1.22 -0.96 -1.68
*
```

Output
energy relative to the best compared isomer or geometry (same formula, charge and spin)	1.729	eV
HOMO energy	-0.3536	Eh
LUMO level	0.0303	Ha
calculated total energy	-12995.1229	eV
SMILES string	[H]/N=C(/OC)[C@@](C)(O)OC